Record 1
DFT (ωB97M-V with the def2-TZVPD basis set) results for C5H42N2O14 as an isolated structure in a non-equilibrium geometry.

XYZ file:
```
63
Properties=species:S:1:pos:R:3:forces:R:3
C 0.637 0.808 2.378 1.16 -1.39 0.81
N -0.563 0.355 1.686 3.31 -3.76 -2.43
C -0.441 0.341 0.210 0.07 -0.65 0.13
C -1.716 -0.283 -0.360 -0.55 -0.63 0.23
C -2.154 0.293 -1.700 0.22 -0.46 -0.07
N -2.765 1.618 -1.463 0.10 -0.10 0.30
C 0.768 -0.469 -0.260 0.19 0.54 -0.45
H 0.386 1.022 3.421 0.35 -0.36 -0.42
H 1.455 0.073 2.390 -0.13 0.14 -0.16
H 1.017 1.727 1.960 -0.05 0.33 -0.33
H -0.823 -0.582 1.987 0.16 0.00 0.09
H -0.310 1.378 -0.117 -0.17 0.01 0.12
H -1.606 -1.378 -0.394 0.28 0.21 -0.37
H -2.552 -0.154 0.351 1.02 0.12 -0.93
H -1.277 0.393 -2.357 -0.19 0.18 -0.02
H -2.856 -0.374 -2.234 0.21 0.17 0.42
H -3.234 1.603 -0.542 -0.09 -0.15 -0.48
H -3.447 1.790 -2.189 -0.16 0.24 0.11
H 1.692 -0.131 0.191 0.28 0.27 0.03
H 0.896 -0.385 -1.351 -0.09 -0.01 0.26
H 0.668 -1.508 0.002 -0.23 -0.52 0.07
H -0.659 -3.587 1.057 -0.18 0.33 0.24
H -0.798 -3.576 2.613 -0.02 0.09 -0.06
O -0.914 -3.013 1.838 0.27 -0.30 -0.14
H -0.567 2.333 3.858 -0.67 0.45 0.54
H -0.409 2.444 5.422 -0.33 0.02 0.04
O 0.047 2.565 4.591 0.58 0.25 0.07
H 1.703 -3.060 -2.353 -0.68 -0.13 0.03
H 0.393 -2.297 -2.589 -0.23 0.26 -0.05
O 0.720 -3.182 -2.430 0.87 -0.10 -0.11
H 5.517 -0.168 -2.186 0.03 0.01 0.02
H 4.113 0.502 -2.336 0.36 -0.44 0.10
O 4.610 -0.357 -2.436 -0.42 0.28 -0.04
H 3.078 2.132 -1.066 0.01 -0.02 -0.07
H 2.477 1.993 -2.494 0.15 0.04 0.27
O 3.325 1.987 -1.986 -0.26 -0.02 -0.21
H -1.141 1.264 2.231 -1.22 -0.28 -0.64
H -1.445 2.796 2.035 -0.49 -0.70 0.77
O -1.693 1.997 2.586 -2.53 5.02 1.72
H -2.458 -2.243 1.961 -0.62 -0.04 -0.04
H -3.951 -2.532 1.640 -0.03 -0.05 -0.01
O -3.376 -1.879 2.046 0.47 -0.05 0.04
H -1.694 2.646 -1.463 0.34 0.48 -0.33
H -1.235 4.119 -2.016 0.08 -0.06 0.11
O -0.866 3.354 -1.556 -0.47 -0.47 -0.12
H 0.106 -4.124 -1.064 0.19 0.01 0.31
H 0.862 -4.584 0.225 -0.05 0.02 -0.41
O -0.021 -4.537 -0.180 0.12 -0.03 0.27
H 2.685 -2.803 1.144 -0.03 0.28 -0.03
H 3.324 -3.295 -0.194 -0.23 0.12 0.48
O 3.093 -3.559 0.723 0.02 -0.44 -0.29
H 0.235 2.422 -2.626 0.29 -0.05 -0.29
H 0.880 2.506 -4.035 -0.02 -0.16 0.14
O 0.862 1.956 -3.241 -0.26 0.31 0.15
H 4.061 -3.392 -2.399 -0.04 -0.01 -0.02
H 3.819 -1.893 -2.090 -0.01 -0.26 0.09
O 3.462 -2.806 -1.923 0.22 0.37 -0.28
H 0.182 4.058 1.310 0.01 0.11 0.04
H -0.775 3.750 0.117 0.15 0.35 0.51
O -0.749 4.019 1.073 0.09 -0.01 -0.64
H -3.640 -0.159 1.527 -0.62 0.74 0.12
H -3.159 1.284 1.814 -0.13 0.09 0.06
O -3.785 0.780 1.243 -0.37 -0.18 0.72
```
Positions in Å, forces in eV/Å.

Gap between HOMO and LUMO in eV: 8.978
Spin multiplicity: 1
Electronic energy in a.u.: -1378.5846
LUMO in eV: 0.06

Record 2
DFT (ωB97M-V with the def2-TZVPD basis set) results for a 2-piece molecular cluster, C5H10N2O overall.

XYZ file:
```
18
Properties=species:S:1:pos:R:3:forces:R:3
C 1.073 -2.248 -1.409 -0.17 -0.09 0.06
C 1.169 -1.901 0.064 0.02 -0.13 -0.94
N 2.202 -1.071 0.385 0.18 0.33 0.08
O 0.380 -2.347 0.862 -0.06 0.00 0.60
H 2.001 -2.638 -1.825 0.12 0.08 0.11
H 0.780 -1.368 -1.980 0.00 0.06 -0.04
H 0.301 -3.004 -1.507 -0.05 0.00 -0.08
H 2.586 -0.476 -0.336 0.03 -0.29 0.15
H 2.213 -0.697 1.320 -0.03 0.00 0.07
C -1.177 1.000 0.195 -0.06 0.12 -0.15
C -0.055 1.645 -0.112 -0.35 0.01 0.12
C -2.771 2.331 1.141 0.23 0.26 -0.38
N -2.441 1.625 0.150 -0.04 -0.25 0.14
H -1.238 -0.054 0.441 0.23 -0.05 0.00
H -0.125 2.681 -0.412 0.16 0.07 0.03
H 0.910 1.171 -0.073 0.02 -0.09 -0.07
H -3.718 2.857 1.116 -0.13 -0.03 0.12
H -2.089 2.492 1.977 -0.10 0.00 0.18
```
Positions in Å, forces in eV/Å.

Gap between HOMO and LUMO in eV: 10.044
Spin multiplicity: 1
SMILES: CC(N)=O.C=CN=C
Electronic energy in a.u.: -381.2315
LUMO in eV: 0.83